[1]
# C41H47BCl2N6O8S5W

C41H47BCl2N6O8S5W as an isolated structure (ωB97M-V with the def2-TZVPD basis set, the Open Molecules 2025 dataset).

CARTESIAN COORDINATES (ANGSTROEM)
W1 0.057036 2.558074 -3.011955
C1 1.785392 -2.040293 -5.593956
C2 1.428456 -2.057245 -4.144622
C3 1.402691 -3.219758 -3.423258
C4 1.083377 -3.258397 -2.039933
N1 0.821109 -2.092904 -1.510066
N2 0.808964 -0.942425 -2.198977
B1 0.452069 -0.770648 -0.742708
N3 1.528191 -0.251043 0.188520
N4 1.636718 -0.997963 1.323566
C5 2.562276 -0.673929 2.179469
C6 3.407304 0.446900 1.951520
C7 3.342846 1.159176 0.801783
C8 4.263200 2.303211 0.521677
C9 2.352590 0.757594 -0.158739
S1 2.385817 1.489934 -1.702825
C10 2.782095 -1.534150 3.413375
C11 4.186733 -2.149021 3.302958
C12 1.753064 -2.652236 3.528315
C13 2.698494 -0.647456 4.664149
N5 -1.020289 -0.618734 -0.367212
N6 -1.260715 -1.062790 0.878774
C14 -2.501609 -1.162586 1.284071
C15 -3.568873 -0.831220 0.421002
C16 -3.330056 -0.354794 -0.831767
C17 -4.443292 0.010373 -1.762977
C18 -1.965960 -0.197490 -1.221434
S2 -1.664976 0.479446 -2.787800
C19 -2.704625 -1.701583 2.693583
C20 -4.166050 -1.607342 3.130633
C21 -2.267751 -3.173077 2.696039
C22 -1.842031 -0.879611 3.657869
C23 1.079280 -0.819773 -3.485878
S3 1.031814 0.627232 -4.365189
C24 1.023168 -4.482553 -1.154375
C25 1.281447 -5.752898 -1.961665
C26 -0.376199 -4.533736 -0.519705
C27 2.086871 -4.330161 -0.057677
H1 2.028174 -3.038696 -5.947452
H2 2.640166 -1.383625 -5.766089
H3 0.956766 -1.643145 -6.183091
H4 1.643562 -4.147837 -3.920879
H5 4.134421 0.719113 2.704802
H6 4.823563 2.562813 1.417187
H7 3.708708 3.173377 0.170747
H8 4.968705 2.041607 -0.268556
H9 4.271517 -2.779229 2.415642
H10 4.381687 -2.769192 4.177710
H11 4.967569 -1.388640 3.257105
H12 1.699028 -3.255926 2.623091
H13 0.760744 -2.258614 3.733491
H14 2.033971 -3.305106 4.354729
H15 3.489609 0.101697 4.702174
H16 2.800904 -1.269531 5.553394
H17 1.735465 -0.136669 4.721666
H18 -4.588131 -0.955845 0.757875
H19 -5.404715 -0.210238 -1.305024
H20 -4.364401 -0.540332 -2.701006
H21 -4.401848 1.071096 -2.016699
H22 -4.819975 -2.240283 2.528332
H23 -4.538077 -0.581495 3.096727
H24 -4.250207 -1.950817 4.161323
H25 -2.903425 -3.768725 2.037671
H26 -2.353408 -3.581764 3.703221
H27 -1.235754 -3.275592 2.365020
H28 -2.228753 0.138460 3.745626
H29 -0.807262 -0.833728 3.317687
H30 -1.863327 -1.332739 4.649655
H31 0.531518 -5.905493 -2.739638
H32 1.233814 -6.609717 -1.290838
H33 2.272233 -5.752634 -2.418367
H34 -1.158286 -4.581274 -1.279607
H35 -0.553858 -3.666101 0.119769
H36 -0.453752 -5.426784 0.099835
H37 3.092548 -4.308760 -0.480969
H38 2.024860 -5.181902 0.619763
H39 1.929289 -3.419005 0.520649
Cl1 -2.255427 3.699990 -1.860517
C28 -3.606256 3.471496 -2.931968
C29 -4.857122 3.896227 -2.526492
C30 -5.927280 3.669683 -3.377056
C31 -5.728375 3.030198 -4.592203
C32 -4.459606 2.624534 -4.967752
Cl2 -4.241214 1.840153 -6.491210
C33 -3.352004 2.843483 -4.138295
S4 -1.770486 2.436525 -4.759962
H40 -4.987709 4.391486 -1.574999
H41 -6.918867 3.992562 -3.093692
H42 -6.555330 2.848075 -5.263857
O1 0.534225 3.856323 -1.418474
C34 0.213996 3.087875 -0.453309
O2 -0.318752 2.004578 -0.868425
C35 0.492526 3.406299 0.927451
C36 0.122887 2.500375 1.921393
C37 0.425591 2.744684 3.258430
C38 1.095760 3.916887 3.532197
O3 1.494364 4.365744 4.732032
C39 2.112940 5.649855 4.510388
O4 2.107129 5.875914 3.098319
C40 1.460513 4.825424 2.538541
C41 1.174980 4.607247 1.223548
H43 -0.400501 1.594370 1.646652
H44 0.144207 2.063954 4.047372
H45 3.139335 5.616643 4.871898
H46 1.524070 6.417930 5.010593
H47 1.456213 5.303945 0.446496
O5 1.867103 5.164025 -5.207652
S5 1.178533 4.124808 -4.573163
O6 0.654736 2.956300 -5.321135
O7 -0.055928 4.485110 -3.726643
O8 1.903531 3.342449 -3.449769

Cartesian forces (eV/Å) of the 3 atoms listed first:
W -1.5830 -1.9380 1.3039
C -0.0165 0.0127 0.0502
C 0.0123 0.0014 -0.0693

The total charge is +2. For the energy relative to the best compared isomer or geometry (same formula, charge and spin), the calculation gives 22.5 kJ/mol. As for the frontier orbital gap: 5.91 eV. The HOMO energy is -12.7 eV.

These are the natural (NBO) partial charges, in e, on atoms 1 to 6: 1.418 -0.661 0.071 -0.156 0.331 -0.257

[2]
# C21H20N2O4S

An isolated molecule of C21H20N2O4S (ωB97M-V with the def2-TZVPD basis set, the Open Molecules 2025 dataset).

CARTESIAN COORDINATES (ANGSTROEM)
O1 1.013392 0.444060 7.401392
O2 0.014373 1.865437 -2.917870
O3 -3.799529 -1.078722 -5.016869
O4 2.049470 -1.407217 6.826813
S1 -0.972936 -0.308267 -4.938568
C1 1.432804 -0.276413 6.511830
C2 -0.890777 1.144739 -2.522517
C3 -1.908784 -0.375749 -0.622632
C4 -0.931201 0.574927 -1.118573
C5 -1.859629 -0.504536 0.727103
C6 -0.156345 0.859498 0.039347
C7 -2.998724 1.539498 -7.948390
C8 0.047450 0.924891 4.775009
C9 1.239025 -0.915909 4.046364
C10 -0.461518 1.087293 3.456272
C11 0.687656 -0.770804 2.715922
C12 -4.284273 0.965180 -7.752059
C13 -1.905137 1.198942 -7.094084
C14 0.979558 -0.068127 5.088199
C15 -0.160804 0.295823 2.437120
C16 -4.465436 0.232506 -6.639461
C17 -2.202824 0.245924 -6.118177
N1 -0.691360 0.244352 1.152855
N2 -3.477894 -0.244980 -5.870342
C18 2.453391 -1.649496 8.218814
C19 -2.747729 -1.229698 1.676065
C20 0.807945 1.891870 0.032274
C21 -1.838340 0.553529 -3.553104
H1 -2.649615 -0.906638 -1.240383
H2 -2.893637 2.320025 -8.808802
H3 -0.144477 1.549544 5.549313
H4 2.018720 -1.693490 4.258240
H5 -1.110903 1.914589 3.323984
H6 0.809732 -1.495575 1.882981
H7 -5.078582 1.336082 -8.452442
H8 -0.868114 1.566326 -7.132265
H9 -5.518888 -0.031104 -6.474771
H10 1.657298 -1.624992 8.849420
H11 3.219620 -0.849201 8.312070
H12 3.000325 -2.598684 8.378980
H13 -2.331157 -2.106376 2.220018
H14 -3.191970 -0.665090 2.398006
H15 -3.542838 -1.747014 1.136165
H16 1.248041 2.030857 -0.970405
H17 0.216077 2.859143 0.163479
H18 1.736017 1.668673 0.709140
H19 -2.537134 -0.103988 -3.097101
H20 -2.237640 1.520993 -3.968971

Cartesian forces (eV/Å) of the 3 atoms listed first:
O 0.5751 0.3393 -0.7505
O -0.7314 0.3474 0.5147
O 0.4090 -1.3017 1.9232

The total charge is 0. For the energy relative to the best compared isomer or geometry (same formula, charge and spin), the calculation gives 638.2 kJ/mol. As for the frontier orbital gap: 8.29 eV. The HOMO energy is -8.1 eV.

These are the natural (NBO) partial charges, in e, on atoms 1 to 6: -0.600 -0.568 -0.518 -0.509 0.280 0.775

[3]
# C23H16AsCrO5

C23H16AsCrO5 as an isolated structure (ωB97M-V with the def2-TZVPD basis set, the Open Molecules 2025 dataset).

CARTESIAN COORDINATES (ANGSTROEM)
O1 -0.839419 -4.176357 -2.864319
C1 -1.061457 -3.042168 -3.104892
Cr1 0.745567 0.004250 -2.661284
O2 2.335007 -2.310247 -1.205115
C2 1.736501 -1.537670 -1.869379
C3 1.800865 1.374030 -2.739111
O3 2.380136 2.400342 -2.739160
C4 -0.407471 0.649067 -4.272443
O4 -0.493035 1.347188 -5.192159
C5 1.361995 -0.875563 -4.375947
O5 1.728578 -1.349624 -5.427469
H1 -0.879301 -0.353693 -2.424682
C6 -1.348721 3.989851 2.058836
C7 -0.477555 4.109063 0.990923
C8 -0.153676 3.022681 0.188003
C9 -0.761763 1.802949 0.496914
C10 -1.645361 1.646384 1.574175
C11 -1.910121 2.775000 2.319850
As1 -0.020262 0.176538 -0.398523
C12 1.550074 -0.014330 0.869913
C13 2.724818 0.687159 0.543013
C14 3.800451 0.588291 1.464759
C15 3.659713 -0.182776 2.626578
C16 2.469545 -0.821883 2.874924
C17 1.399677 -0.729151 2.035253
C18 -1.341109 -1.137130 0.114698
C19 -0.946127 -2.433741 0.467318
C20 -1.920024 -3.354400 0.750243
C21 -3.260677 -3.098031 0.582887
C22 -3.661446 -1.825327 0.084929
C23 -2.677298 -0.855585 -0.166605
H2 -1.589113 4.836789 2.652346
H3 0.005371 5.034833 0.763784
H4 0.622197 3.107247 -0.616456
H5 -2.018411 0.661797 1.851733
H6 -2.560156 2.635389 3.142513
H7 2.843922 1.318935 -0.377892
H8 4.732454 1.125275 1.224040
H9 4.518950 -0.255348 3.279117
H10 2.386359 -1.403378 3.739156
H11 0.458096 -1.174921 2.240863
H12 0.087741 -2.681393 0.479777
H13 -1.638002 -4.351510 1.063976
H14 -4.044362 -3.838897 0.736097
H15 -4.712209 -1.611396 -0.150719
H16 -2.980936 0.121479 -0.630474

Cartesian forces (eV/Å) of the 3 atoms listed first:
O -1.2212 6.0489 -1.2608
C 1.1976 -6.1263 1.2598
Cr -5.2357 -5.5351 -2.0123

The total charge is +2. For the energy relative to the best compared isomer or geometry (same formula, charge and spin), the calculation gives 91.9 kJ/mol. As for the spin multiplicity: 4. As for the frontier orbital gap (alpha / beta): 6.72 / 3.80 eV. The HOMO energy (alpha / beta) is -15.1 / -14.7 eV.

These are the natural (NBO) partial charges, in e, on atoms 1 to 6: -0.453 0.491 -0.226 -0.331 0.615 0.516

Among the records above, which one has the highest energy relative to the best compared isomer or geometry (same formula, charge and spin)? C21H20N2O4S